# 1
Density functional theory data (ωB97M-V with the def2-TZVPD basis set) for a structure of composition ClFe.

Structure (XYZ):
```
2
Properties=species:S:1:pos:R:3:mulliken_spin:R:1
Fe 1.03678 0.38629 0.31942 3.90
Cl -1.03678 -0.38629 -0.31942 1.10
```

**Spin multiplicity**: 6
**Charge**: +2
**Gap between HOMO and LUMO (alpha / beta)**: 11.642 / 7.226 eV


# 2
Density functional theory data (ωB97M-V with the def2-TZVPD basis set) for a cluster of 3 separate species, C4H15NO2 in total.

Structure (XYZ):
```
22
Properties=species:S:1:pos:R:3:mulliken_charge:R:1
C -2.17318 1.38889 0.64242 -1.06
C -0.85508 0.56725 0.13840 -0.49
N -0.48420 1.03766 -1.26306 -0.43
C 0.93076 1.22748 -1.66461 -0.01
C 1.10808 0.73109 -3.17356 -1.12
H -2.31581 1.82430 1.58190 0.36
H -2.03429 2.19460 -0.09602 0.31
H -3.12296 0.85190 0.30622 0.23
H -0.94591 -0.55283 0.13355 0.09
H -0.00016 0.88641 0.59705 0.58
H -1.00223 0.39137 -1.82361 0.21
H 1.00594 2.37276 -1.65164 0.18
H 1.55010 0.67613 -0.93721 0.26
H 0.07317 0.87752 -3.60386 0.27
H 1.36083 -0.39206 -3.34116 0.22
H 1.80119 1.24451 -3.75210 0.39
O 1.55336 -1.46016 0.08609 -0.63
H 1.83314 -2.30822 -0.43375 0.32
H 0.59432 -1.71748 0.30090 0.33
O -0.29753 -2.56959 4.53485 -0.62
H 0.07222 -1.79130 4.82401 0.30
H 0.40974 -3.07153 4.11372 0.32
```

**Structure (SMILES)**: CCNCC.O.O
**Charge**: 0
**Gap between HOMO and LUMO**: 8.926 eV


# 3
Density functional theory data (ωB97M-V with the def2-TZVPD basis set) for a cluster of 2 separate species, C2H7NO3 in total.

Structure (XYZ):
```
13
Properties=species:S:1:pos:R:3:mulliken_charge:R:1
O 0.25000 -2.81791 0.07727 -0.46
C 0.53247 -2.49352 1.18439 0.21
O 0.30669 -1.24806 1.68729 -0.45
H 0.99060 -3.13866 1.93693 0.34
H 0.48937 -0.57515 0.99128 0.34
N -1.09977 1.76920 -0.62331 -0.58
C -0.00290 0.96534 -1.08287 -0.10
O 1.02311 1.00175 -0.03778 -0.59
H -1.63605 2.02540 -1.42938 0.21
H -1.66503 1.41111 0.12837 0.20
H -0.25528 -0.07898 -1.31616 0.28
H 0.44140 1.42439 -1.97344 0.28
H 0.62537 1.75509 0.45742 0.34
```

**Structure (SMILES)**: O=CO.NCO
**Charge**: 0
**Gap between HOMO and LUMO**: 11.058 eV


# 4
Density functional theory data (ωB97M-V with the def2-TZVPD basis set) for a structure of composition C31H23N3O7SZr.

Structure (XYZ):
```
66
Properties=species:S:1:pos:R:3:mulliken_spin:R:1
Zr 0.60847 -0.43552 -0.30771 0.05
O -4.36666 -1.44576 3.31086 0.00
C -3.18078 -1.21183 2.69436 0.01
C -2.18978 -2.18534 2.59054 0.00
C -1.02907 -1.83274 1.93303 0.01
N -0.85912 -0.62556 1.42699 -0.03
C -1.81148 0.29331 1.49351 0.01
C -3.00614 0.05749 2.13413 -0.01
C -1.47763 1.55519 0.71394 0.00
O -2.13264 2.56037 0.83750 0.00
O -0.44418 1.36281 -0.06973 0.00
C 0.10406 -2.79308 1.61117 0.00
O 0.17389 -3.86331 2.18045 0.00
O 0.89626 -2.32000 0.70418 0.00
H -4.39323 -2.35344 3.63117 0.00
H -2.30090 -3.18950 2.97763 0.00
H -3.77623 0.81225 2.17592 0.00
O 2.04450 -0.96903 -1.77123 0.00
N 2.66600 -0.08508 -2.55413 0.00
C 4.01625 -0.11987 -2.53745 0.00
C 4.73570 0.71097 -3.34359 0.00
C 4.02266 1.59982 -4.16939 0.00
C 2.66035 1.63979 -4.13028 0.00
C 1.90776 0.80091 -3.26326 0.00
S 0.24606 0.84000 -2.99609 0.00
H 4.41883 -0.84465 -1.84771 0.00
H 5.81377 0.67068 -3.32299 0.00
H 4.55732 2.27154 -4.82883 0.00
H 2.10179 2.34167 -4.73248 0.00
N -5.11042 -7.12299 -5.65932 0.00
C -4.53193 -6.33475 -5.05392 0.00
C -3.80376 -5.34949 -4.28603 0.00
C -2.47394 -5.58376 -3.94506 0.00
C -1.77957 -4.64977 -3.20094 0.00
C -2.39491 -3.46452 -2.78125 0.00
C -3.72991 -3.24239 -3.14158 0.00
C -4.43027 -4.17309 -3.88445 0.00
C -1.67879 -2.50703 -1.99982 0.00
C -1.06709 -1.69709 -1.32459 0.01
H -1.98876 -6.49722 -4.26184 0.00
H -0.74775 -4.82523 -2.92909 0.00
H -4.20651 -2.32344 -2.82853 0.00
H -5.46162 -3.99086 -4.15561 0.00
C 0.73220 5.96987 3.44377 -0.01
C 1.11250 4.57525 3.03715 0.17
C 0.86689 3.49720 3.88764 -0.08
C 1.15279 2.19474 3.52460 0.11
C 0.83505 1.08958 4.49576 0.03
C 1.72292 1.92897 2.24400 -0.08
C 1.95307 0.57098 1.89848 0.58
O 2.35317 0.12546 0.70129 0.10
C 1.98310 3.01921 1.37566 0.14
C 2.57266 2.83343 0.00325 0.01
C 1.67469 4.30292 1.79687 -0.09
H 0.82517 6.10682 4.52276 0.00
H -0.30397 6.19779 3.17970 0.01
H 1.36241 6.71583 2.95596 0.00
H 0.42786 3.67738 4.86411 0.00
H 0.37248 1.50456 5.39106 0.00
H 1.72837 0.53821 4.80277 0.00
H 0.14723 0.35134 4.07438 0.01
H 1.84912 -0.18243 2.67517 0.03
H 3.41027 2.13669 0.00474 0.00
H 2.90646 3.79915 -0.38198 0.00
H 1.83772 2.43857 -0.70579 0.01
H 1.87721 5.12804 1.12017 0.00
```

**Spin multiplicity**: 2
**Charge**: -1
**Gap between HOMO and LUMO (alpha / beta)**: 5.780 / 7.687 eV


# 5
Density functional theory data (ωB97M-V with the def2-TZVPD basis set) for an isolated molecule of C4H2BrCl3O2S2.

Structure (XYZ):
```
14
Properties=species:S:1:pos:R:3:mulliken_charge:R:1
C 0.68905 -1.31871 0.21155 -0.91
C 1.58586 -0.96270 -0.68580 0.58
C -0.72476 -1.06460 -0.06224 0.14
C -0.89005 0.40687 -0.47560 -0.19
O -0.16377 2.96577 -0.18896 -0.48
O 0.84775 1.30654 1.34033 -0.43
S 1.31224 0.19804 -1.93358 -0.08
S -0.18851 1.82000 0.60236 1.08
Cl 3.24945 -1.45496 -0.31754 -0.19
Cl -2.21072 1.03375 -1.24974 -0.04
Cl -1.56875 2.16124 1.99537 -0.18
Br -1.62577 -2.21442 -1.28121 -0.05
H 0.89137 -1.71472 1.09463 0.47
H -1.20339 -1.16210 0.95043 0.29
```

**Charge**: 0
**Gap between HOMO and LUMO (alpha / beta)**: 6.638 / 6.378 eV


# 6
Density functional theory data (ωB97M-V with the def2-TZVPD basis set) for the ion C10H12NS2 with charge +1.

Structure (XYZ):
```
25
Properties=species:S:1:pos:R:3:mulliken_charge:R:1
C -0.42550 3.09897 -2.46276 -0.21
C -0.73020 1.93500 -3.15988 -0.72
C -0.25162 3.15297 -1.10357 -0.57
C -0.98533 0.76521 -2.43681 -0.35
C -0.52776 1.98406 -0.33280 -0.17
C -0.93164 0.78029 -0.95316 0.65
C -1.22551 -1.56746 2.03863 -0.69
C 3.66256 -2.13034 1.56173 -0.50
C -1.10091 -0.37185 -0.20037 0.12
C 1.11252 -3.14727 1.67711 -0.48
N -1.30878 -0.51721 1.06814 -0.08
S 0.57603 -1.81745 2.69858 -0.08
S 2.70729 -3.40599 1.21101 0.17
H -0.48758 4.04230 -3.01959 0.36
H -0.55062 2.04300 -4.20205 0.41
H 0.09159 4.15245 -0.61311 0.30
H -1.46970 -0.12260 -2.86967 0.31
H -0.35097 2.20939 0.75009 0.21
H -1.67936 -1.28149 3.02281 0.33
H -1.47819 -2.47403 1.56040 0.40
H 4.71402 -2.19552 1.17779 0.27
H 3.29080 -1.36027 2.24998 0.22
H -1.17526 -1.23980 -0.81160 0.38
H 0.55723 -3.94196 1.43706 0.51
H -1.58857 0.32632 1.51518 0.24
```

**Charge**: +1
**Gap between HOMO and LUMO**: 5.308 eV


Number 1: DFT total energy -46882.71310 eV. Number 2: DFT total energy -9974.17519 eV. Number 3: DFT total energy -9819.75881 eV. Number 4: DFT total energy -63443.84705 eV. Number 5: DFT total energy -137551.59509 eV. Number 6: DFT total energy -33714.61950 eV.